Entry from the OMol25 dataset: a molecular structure, C67H52BaCl2N11O3P2Se2 (ωB97M-V with the def2-TZVPD basis set).

Summary:
F_max: 3.0 eV/Å
Charge: -1
HOMO energy: -4.47 eV
Kohn-Sham gap: 0.234 Eh
E: -9844.21337 a.u.

XYZ file:
```
140
Properties=species:S:1:pos:R:3:mulliken_charge:R:1
Ba -0.48227 -0.26331 0.27380 2.277
Cl -3.91297 -4.96414 4.67041 -0.269
C -3.19938 -3.49250 4.08498 -0.210
C -2.32778 -3.54477 3.01358 -0.265
C -1.74381 -2.39367 2.47375 -1.311
N -0.96246 -2.41082 1.32810 1.144
C -0.38648 -3.53418 0.90271 -0.644
O -0.24054 -4.61941 1.48819 -0.835
C 0.19442 -3.43431 -0.49106 0.618
C 0.44114 -4.61435 -1.19136 -1.070
C 1.00943 -4.54842 -2.45075 -0.812
C 1.32019 -3.29886 -2.97545 -1.352
C 1.03491 -2.18177 -2.21175 -0.288
N 0.48894 -2.24052 -1.00055 1.193
C -2.03281 -1.13927 3.09242 -0.790
C -2.90914 -1.12157 4.18012 -0.426
C -3.49623 -2.27561 4.66713 -0.146
Cl -4.62544 -2.15774 5.98013 -0.266
N -1.43906 0.00540 2.56084 1.040
C -1.35010 1.11986 3.28461 0.640
O -1.75542 1.37726 4.42960 -0.809
C -0.59961 2.24454 2.60122 -0.520
C -0.86723 3.54919 3.01574 -1.079
C -0.12878 4.58836 2.48973 -0.653
C 0.91606 4.28424 1.62540 -0.970
C 1.12327 2.95882 1.29154 -0.596
N 0.35891 1.95723 1.72378 0.679
H -2.10115 -4.50101 2.57259 0.668
H 0.18028 -5.55362 -0.72427 0.767
H 1.21392 -5.45084 -3.01503 0.406
H 1.76038 -3.18803 -3.95744 0.735
H 1.23833 -1.18698 -2.59169 -0.027
H -3.13643 -0.18155 4.65095 0.718
H -1.65688 3.70654 3.73496 0.488
H -0.34443 5.61314 2.76430 0.402
H 1.55104 5.05781 1.21492 0.483
H 1.95210 2.68276 0.65384 0.827
C -2.52690 2.05748 -1.98617 -1.065
C -1.12628 2.54553 -2.17054 0.435
C -0.91618 3.75766 -2.83546 -0.751
C 0.35691 4.27824 -2.90451 -1.260
C 1.40648 3.52963 -2.39978 -1.358
C 1.13655 2.28337 -1.84529 0.857
N -0.11108 1.83697 -1.67385 1.803
C 2.25227 1.38823 -1.44428 0.068
C 3.52722 1.57570 -1.98036 -1.515
C 4.55157 0.73508 -1.58635 -1.316
C 4.27945 -0.28374 -0.69278 -0.704
C 2.97467 -0.42581 -0.22601 -0.443
N 1.99708 0.40164 -0.58392 1.620
C 2.67555 -1.49285 0.75779 1.109
C 3.18192 -2.77803 0.61468 -0.671
C 2.93785 -3.69793 1.62316 -0.876
C 2.25486 -3.28952 2.75144 -0.704
C 1.77731 -1.98052 2.81999 0.967
C 1.08879 -1.47843 4.05023 -1.340
N 1.97123 -1.11552 1.82406 0.019
H -3.14486 2.36346 -2.83041 0.466
H -2.93971 2.48345 -1.07048 0.341
H -2.55042 0.97957 -1.88269 -0.199
H -1.75632 4.28311 -3.26881 0.568
H 0.53898 5.24995 -3.34532 0.433
H 2.41190 3.92282 -2.43027 0.510
H 3.72160 2.36397 -2.69050 0.478
H 5.55244 0.87519 -1.97359 0.435
H 5.05825 -0.94729 -0.34428 0.607
H 3.72297 -3.06229 -0.27890 0.451
H 3.28664 -4.71829 1.53162 0.395
H 2.06154 -3.97712 3.56255 0.369
H 1.75056 -1.55450 4.91494 0.534
H 0.19618 -2.07071 4.25205 0.278
H 0.79040 -0.44403 3.90994 0.032
O -3.17987 2.35241 1.08422 -0.368
C -4.41318 2.04740 1.69368 -0.946
C -4.84879 0.61160 1.50129 0.869
C -5.89072 0.08170 2.25340 -1.035
C -6.26452 -1.23340 2.03586 -0.533
C -5.59016 -1.96817 1.07465 -1.197
C -4.56767 -1.35314 0.36982 0.051
N -4.20237 -0.08929 0.57603 0.462
H -2.51562 1.67101 1.31454 0.005
H -5.15429 2.69069 1.20882 0.498
H -4.38932 2.30069 2.76252 0.290
H -6.39135 0.68612 2.99985 0.430
H -7.06365 -1.67871 2.61415 0.410
H -5.83934 -3.00155 0.87773 0.598
H -4.00987 -1.88077 -0.39458 0.417
Se -3.84941 -2.98440 -6.74036 -0.286
P -3.74538 -3.45215 -4.68151 0.614
C -5.41117 -3.38759 -3.94903 0.660
C -5.93256 -4.40627 -3.16224 -0.374
C -7.23280 -4.30862 -2.68746 -0.755
C -8.00617 -3.19997 -2.99219 -0.587
C -7.48059 -2.17738 -3.77057 -0.750
C -6.18698 -2.27216 -4.25221 -0.485
C -3.18588 -5.15571 -4.35909 0.541
C -2.46454 -5.48440 -3.21572 -0.204
C -2.10558 -6.80610 -2.99245 -0.680
C -2.47393 -7.79157 -3.89688 -0.589
C -3.19577 -7.46062 -5.03623 -0.762
C -3.54727 -6.14114 -5.27179 -0.810
C -2.77911 -2.36642 -3.64110 0.144
C -1.76743 -1.39768 -3.83583 -0.536
N -1.50675 -0.88419 -2.62446 0.446
N -2.28274 -1.48496 -1.74780 -0.028
N -3.05336 -2.37683 -2.32298 -0.663
P -0.92582 -0.74580 -5.27293 0.432
Se 0.71094 0.53740 -4.91861 -0.393
C -0.35473 -2.18723 -6.23447 1.051
C -0.47677 -3.48216 -5.74539 0.332
C -0.05260 -4.56025 -6.50402 -1.352
C 0.51481 -4.35176 -7.75048 -0.827
C 0.68514 -3.05832 -8.22284 -0.890
C 0.26863 -1.97941 -7.46084 -1.071
C -2.24924 0.14337 -6.16244 0.710
C -2.10078 0.52647 -7.49039 -0.490
C -3.10026 1.24645 -8.12301 -0.826
C -4.24881 1.60357 -7.43207 -0.742
C -4.38460 1.25207 -6.09818 -0.798
C -3.38896 0.52765 -5.46224 -0.096
H -5.33197 -5.27431 -2.92446 0.397
H -7.64389 -5.10703 -2.08304 0.405
H -9.02322 -3.13284 -2.62758 0.377
H -8.08488 -1.31260 -4.01237 0.426
H -5.77241 -1.49938 -4.88887 0.368
H -2.20360 -4.71623 -2.49750 0.598
H -1.55447 -7.06821 -2.09830 0.428
H -2.21290 -8.82555 -3.70978 0.394
H -3.49614 -8.22932 -5.73664 0.393
H -4.10077 -5.85753 -6.15860 0.427
H -0.89279 -3.65707 -4.76520 0.624
H -0.19033 -5.56546 -6.12401 0.502
H 0.83315 -5.19460 -8.35080 0.379
H 1.13665 -2.89125 -9.19244 0.395
H 0.44697 -0.96917 -7.80367 0.414
H -1.21418 0.25122 -8.04262 0.165
H -2.98560 1.53021 -9.16149 0.419
H -5.04044 2.14779 -7.93133 0.387
H -5.27411 1.53788 -5.55039 0.492
H -3.51114 0.24630 -4.42412 0.806
```

Entry from the OMol25 dataset: a molecular structure, C67H52BrF4GeN3O5P2Y (ωB97M-V with the def2-TZVPD basis set).

Summary:
F_max: 1.4 eV/Å
Energy relative to the best compared isomer or geometry (same formula, charge and spin): 0.0 kcal per mole
Charge: -1
HOMO energy: -3.92 eV
Kohn-Sham gap: 0.198 Eh
E: -8896.24365 a.u.

XYZ file:
```
136
Properties=species:S:1:pos:R:3:mulliken_charge:R:1
Y 0.91049 0.99950 1.01910 -2.620
C 5.59899 -0.55373 -2.51198 -0.729
C 4.70153 -1.60170 -2.33344 -0.418
C 3.34095 -1.34120 -2.23929 0.315
C 2.84463 -0.03803 -2.34757 0.067
C 3.75351 1.00121 -2.53150 -0.952
C 5.11951 0.74664 -2.60799 -0.476
P 1.02568 0.20325 -2.13129 3.071
C 0.39809 -0.28955 -3.78369 0.483
C 1.17625 -0.80178 -4.81837 -0.754
C 0.59099 -1.14800 -6.03341 -0.750
C -0.77203 -0.97747 -6.22938 -0.767
C -1.55490 -0.46363 -5.20121 -0.655
C -0.97390 -0.13308 -3.98694 -0.271
C 0.86479 2.01883 -2.05523 -0.723
C 0.81376 2.83321 -3.18971 -0.708
C 0.78411 4.21233 -3.04165 -1.060
C 0.81468 4.76297 -1.76257 -0.855
C 0.85790 3.93417 -0.64872 -0.210
C 0.87257 2.52901 -0.73988 2.558
H 6.66326 -0.75010 -2.57043 0.378
H 5.06345 -2.62241 -2.26167 0.487
H 2.65058 -2.16274 -2.07285 -0.328
H 3.39015 2.02089 -2.59513 0.348
H 5.81140 1.57107 -2.73784 0.466
H 2.24350 -0.92882 -4.68792 0.399
H 1.20854 -1.54659 -6.83001 0.403
H -1.22252 -1.24181 -7.17864 0.371
H -2.62147 -0.32478 -5.33833 0.525
H -1.58954 0.26394 -3.18876 0.515
H 0.79605 2.39665 -4.18474 0.450
H 0.73487 4.85267 -3.91524 0.371
H 0.78079 5.84085 -1.63846 0.370
H 0.84905 4.40643 0.33269 0.451
O 8.42124 1.54229 1.34896 -0.507
C 7.62741 2.69419 1.10468 -0.581
C 6.19155 2.29007 0.93207 0.102
C 5.23566 3.24855 0.64056 -1.367
C 3.92058 2.85295 0.49330 -0.581
N 3.52696 1.58685 0.61493 0.898
C 4.44142 0.66619 0.89900 0.701
C 5.78203 0.97484 1.06636 -0.633
C 3.93496 -0.73461 1.05388 -0.021
C 4.77632 -1.82279 1.17288 -0.447
C 4.23715 -3.09678 1.34090 -0.084
C 5.14395 -4.29843 1.43294 -0.823
O 6.11276 -4.32587 0.38785 -0.523
C 2.86439 -3.22658 1.40339 -1.314
C 2.08837 -2.08679 1.27244 -0.428
N 2.60704 -0.87908 1.07245 1.323
H 9.30745 1.82370 1.59009 0.316
H 7.95725 3.21134 0.19964 0.283
H 7.69347 3.40329 1.93404 0.333
H 5.50026 4.29501 0.52997 0.480
H 3.14680 3.57014 0.25256 0.264
H 6.50970 0.21801 1.31453 0.607
H 5.84949 -1.70709 1.10485 0.520
H 4.54445 -5.21127 1.44518 0.325
H 5.71333 -4.26240 2.36035 0.362
H 5.64941 -4.21562 -0.44931 0.340
H 2.38475 -4.19064 1.53287 0.443
H 1.00937 -2.14305 1.31244 -0.021
F -3.33960 7.44537 3.87691 -0.337
C -3.10942 6.25821 3.28697 0.656
C -4.08501 5.67316 2.50048 0.356
F -5.25808 6.31639 2.34380 -0.343
C -3.82216 4.45793 1.90539 0.127
F -4.83239 3.95407 1.13460 -0.437
C -2.64149 3.77839 2.04609 -0.238
P -1.95670 1.59969 1.20564 1.925
C -2.59449 2.10342 -0.46353 0.914
C -2.36428 3.39486 -0.94454 -0.565
C -2.82469 3.79799 -2.18688 -0.941
C -3.57122 2.92946 -2.97896 -1.162
C -3.81856 1.64689 -2.52078 -0.414
C -3.31007 1.23961 -1.28647 -0.008
C -3.40053 0.99084 2.16716 0.748
C -4.68645 0.79954 1.67808 -0.043
C -5.69159 0.29659 2.50262 -0.640
C -5.42936 -0.02189 3.82598 -0.795
C -4.14732 0.17612 4.33155 -0.581
C -3.15142 0.68276 3.51168 -0.514
C -1.71102 4.38807 2.83858 -0.037
Br 0.01343 3.56543 3.20507 -0.127
C -1.90602 5.61113 3.46048 -0.113
F -0.97818 6.20797 4.23400 -0.355
H -1.81642 4.09683 -0.33275 0.456
H -2.61085 4.80215 -2.53490 0.446
H -3.95144 3.25429 -3.94089 0.358
H -4.39808 0.94676 -3.11487 0.494
H -3.49943 0.23284 -0.95603 -0.111
H -4.92742 1.07552 0.65959 0.339
H -6.69188 0.16621 2.10262 0.456
H -6.21233 -0.42314 4.45934 0.332
H -3.92440 -0.06829 5.36443 0.469
H -2.15380 0.83843 3.91465 0.269
O 2.39500 0.55268 4.87745 -0.721
N 1.91138 0.71873 3.78280 0.796
O 2.28986 1.66498 3.01030 -0.582
O 1.00811 -0.03847 3.30758 -0.465
C -1.16736 -0.13510 0.91770 0.039
Ge -1.99975 -1.84997 0.56426 3.637
C -3.42300 -2.08738 -0.78369 -0.326
C -4.79307 -1.97521 -0.52883 0.646
C -5.73084 -2.11345 -1.54889 -1.447
C -5.31564 -2.36163 -2.85023 -0.757
C -3.95748 -2.47288 -3.12599 -0.915
C -3.02597 -2.34152 -2.10197 -0.141
C -0.84405 -3.36886 -0.06905 -0.153
C 0.17311 -3.24281 -1.01727 1.364
C 0.86607 -4.34800 -1.50700 -0.847
C 0.55878 -5.62065 -1.04533 -1.034
C -0.45233 -5.77491 -0.10232 -0.845
C -1.14395 -4.66484 0.37210 -0.772
C -2.59657 -2.55227 2.31035 -0.082
C -1.68105 -2.46794 3.36789 -0.427
C -1.98979 -2.95370 4.63388 -0.835
C -3.22890 -3.54252 4.87158 -0.611
C -4.14667 -3.64222 3.83641 -0.750
C -3.82892 -3.15390 2.57069 -0.346
H -1.00313 -0.32140 2.00287 -0.024
H -5.13911 -1.73821 0.46834 0.317
H -6.78757 -2.01603 -1.32611 0.416
H -6.04535 -2.46319 -3.64549 0.368
H -3.61956 -2.66228 -4.13858 0.510
H -1.97131 -2.43668 -2.34116 0.343
H 0.41914 -2.25287 -1.38483 -0.751
H 1.64732 -4.21841 -2.24975 0.483
H 1.09511 -6.48475 -1.42112 0.363
H -0.70846 -6.76432 0.25843 0.393
H -1.92931 -4.81190 1.10734 0.329
H -0.71530 -1.98975 3.22206 0.042
H -1.26551 -2.86083 5.43629 0.444
H -3.47528 -3.91974 5.85827 0.348
H -5.11757 -4.09377 4.01328 0.410
H -4.56169 -3.25233 1.78096 0.276
```

Entry from the OMol25 dataset: 5 unconnected molecules or ions with the total composition C67H55BN3O10 (ωB97M-V with the def2-TZVPD basis set).

Summary:
F_max: 0.9 eV/Å
Energy relative to the best compared isomer or geometry (same formula, charge and spin): 0.0 kcal per mole
Spin multiplicity: 2
HOMO energy (alpha / beta): -7.77 / -9.30 eV
Kohn-Sham gap (alpha / beta): 0.242 / 0.298 Eh
E: -3527.80465 a.u.

XYZ file:
```
136
Properties=species:S:1:pos:R:3:lowdin_spin:R:1
C -0.81988 0.66772 -1.26652 0.015
C -0.67081 -0.42781 -2.34807 0.022
C -1.84260 -1.39293 -2.24451 -0.001
C 0.62975 -1.24271 -2.16209 0.011
C 1.97780 -0.59940 -2.61771 0.000
C 2.76790 -1.68969 -3.39828 0.000
C 3.97329 -1.21784 -4.14776 0.000
N 5.15086 -1.68834 -4.12566 0.000
B 2.85734 -0.20901 -1.32189 0.000
N 2.42824 0.69893 -0.31713 0.000
O 4.07230 -0.84437 -1.07222 0.000
C 1.68800 0.68404 -3.43448 -0.001
C 0.49864 0.66380 -4.40423 0.024
C 0.26690 2.08715 -4.91333 0.010
C 0.72917 -0.24806 -5.60941 0.014
N -0.72406 0.23314 -3.68513 0.399
O -1.73617 0.00100 -4.42754 0.497
H -0.63305 1.66461 -1.67226 0.001
H -1.84128 0.67484 -0.87999 0.001
H -0.15455 0.49621 -0.41923 0.001
H -1.79257 -2.16523 -3.01227 0.001
H -1.80115 -1.87322 -1.26192 0.000
H -2.79218 -0.86809 -2.33363 -0.001
H 0.66875 -1.47977 -1.09200 0.002
H 0.50126 -2.20431 -2.66780 0.000
H 2.11400 -2.20525 -4.10614 0.000
H 3.10358 -2.44714 -2.68326 0.000
H 3.81943 -0.37578 -4.82815 0.000
H 5.20092 -2.47920 -3.47410 0.000
H 1.67707 1.33611 -0.54213 0.000
H 3.19594 1.22126 0.08601 0.000
H 4.77234 -0.72958 -1.72664 0.000
H 2.55201 0.96310 -4.04133 0.000
H 1.54552 1.52304 -2.74519 0.000
H -0.42806 2.08217 -5.75240 0.000
H 1.20929 2.52310 -5.25198 0.000
H -0.15325 2.71442 -4.12407 0.000
H 0.87044 -1.29097 -5.32896 0.000
H 1.61157 0.09205 -6.15958 0.001
H -0.13086 -0.18925 -6.27400 0.001
C 4.07063 0.66242 3.30263 0.000
C 4.34659 0.00356 4.49550 0.000
C 3.55687 0.22694 5.61050 0.000
C 2.48545 1.10984 5.53695 0.000
C 2.21325 1.77884 4.34231 0.000
C 3.01028 1.54971 3.22657 0.000
C 1.06848 2.72889 4.23270 0.000
O 0.81331 3.28250 3.18308 0.000
C 0.24219 2.95645 5.45307 0.000
C -0.82364 3.84843 5.38722 0.000
C -1.60216 4.07787 6.50900 0.000
C -1.32287 3.42035 7.70253 0.000
C -0.27031 2.52335 7.77154 0.000
C 0.51379 2.28580 6.64740 0.000
C 1.63980 1.31209 6.75040 0.000
O 1.86181 0.71268 7.77887 0.000
H 4.68217 0.47568 2.42903 0.000
H 5.17583 -0.68931 4.55172 0.000
H 3.74619 -0.27983 6.54701 0.000
H 2.78012 2.06362 2.30358 0.000
H -1.02369 4.34927 4.44957 0.000
H -2.43446 4.76779 6.45644 0.000
H -1.94041 3.60098 8.57317 0.000
H -0.03787 1.99437 8.68596 0.000
C 1.45461 3.20467 -12.42564 0.000
C 0.75603 3.41974 -11.24265 0.000
C 1.29434 3.01177 -10.03425 0.000
C 2.53325 2.38167 -10.00420 0.000
C 3.22964 2.15553 -11.19266 0.000
C 2.68712 2.57425 -12.40181 0.000
C 4.54967 1.45577 -11.20148 0.000
O 5.15573 1.26923 -12.23374 0.000
C 5.08712 0.99210 -9.88977 0.000
C 6.28985 0.29551 -9.85660 0.000
C 6.80480 -0.14201 -8.64700 0.000
C 6.12978 0.12142 -7.45919 0.000
C 4.93722 0.82371 -7.49202 0.000
C 4.40503 1.24921 -8.70102 0.000
C 3.09615 1.96389 -8.68879 0.000
O 2.51043 2.18883 -7.64950 0.000
H 1.03344 3.52841 -13.36856 0.000
H -0.21003 3.90698 -11.26551 0.000
H 0.77195 3.17185 -9.10064 0.000
H 3.24646 2.39287 -13.30961 0.000
H 6.80145 0.10338 -10.79011 0.000
H 7.73556 -0.69390 -8.62695 0.000
H 6.52454 -0.22802 -6.51350 0.000
H 4.38726 1.04137 -6.58617 0.000
C -0.82753 -7.87205 2.47046 0.000
C 0.41505 -7.78425 3.08888 0.000
C 0.97292 -6.54576 3.35683 0.000
C 0.29193 -5.38659 3.00269 0.000
C -0.95069 -5.47511 2.37345 0.000
C -1.50943 -6.72148 2.11371 0.000
C -1.69850 -4.25296 1.95770 0.000
O -2.78384 -4.32709 1.42343 0.000
C -1.05651 -2.93176 2.22137 0.000
C -1.71025 -1.77512 1.80936 0.000
C -1.14313 -0.53585 2.05860 0.000
C 0.08003 -0.44943 2.71316 0.000
C 0.73556 -1.59611 3.12601 0.000
C 0.17184 -2.84191 2.87892 0.000
C 0.90893 -4.06410 3.31630 0.000
O 1.96823 -3.98456 3.89875 0.000
H -1.26302 -8.84160 2.26661 0.000
H 0.94755 -8.68576 3.36277 0.000
H 1.93527 -6.45249 3.84170 0.000
H -2.47605 -6.76457 1.63027 0.000
H -2.66105 -1.87045 1.30040 0.000
H -1.64824 0.36618 1.73907 0.000
H 0.53478 0.51296 2.89507 0.000
H 1.69109 -1.54407 3.63279 0.000
C -10.08582 1.28479 8.27212 0.000
C -9.38791 2.27149 8.96012 0.000
C -8.03295 2.44762 8.73754 0.000
C -7.36695 1.63315 7.82882 0.000
C -8.06534 0.63663 7.14583 0.000
C -9.42726 0.46928 7.36779 0.000
C -7.37871 -0.27239 6.17945 0.000
O -7.99048 -1.12906 5.57999 0.000
C -5.91150 -0.08576 5.98737 0.000
C -5.22729 -0.94173 5.13221 0.000
C -3.86510 -0.78160 4.93677 0.000
C -3.17887 0.23968 5.58593 0.000
C -3.85660 1.08954 6.44374 0.000
C -5.22052 0.92873 6.65047 0.000
C -5.90973 1.85241 7.59690 0.000
O -5.30954 2.74652 8.15581 0.000
H -11.14602 1.15222 8.44455 0.000
H -9.90433 2.90395 9.67047 0.000
H -7.47008 3.21141 9.25685 0.000
H -9.94806 -0.30632 6.82281 0.000
H -5.77911 -1.72715 4.63317 0.000
H -3.33304 -1.45460 4.27831 0.000
H -2.11393 0.36536 5.42897 0.000
H -3.34041 1.88049 6.96731 0.000
```

Question: Which of these has the lowest E?
Answer: C67H52BaCl2N11O3P2Se2

Question: Look up the E of the first one.
Answer: -9844.21337 a.u.

Question: Look up the E of the first one.
Answer: -9844.21337 a.u.